No. 1
This record from the Open Molecules 2025 dataset describes a structure of composition C35H46N6O2P2PdS. The level of theory is ωB97M-V with the def2-TZVPD basis set.

Computed properties:
Kohn-Sham gap   7.35 eV
Largest force on an atom   0.2 eV/A
ΔE to the lowest compared entry with this formula, charge and spin   0.8 kcal per mole
Molecular weight   783.23 g/mol
Calculated total energy   -82960.7151 eV
Net charge   +2

CARTESIAN COORDINATES (ANGSTROEM)
Pd -0.6167 0.0506 -1.2956
C 2.2597 -2.6242 0.4993
C 1.6078 -2.4310 -0.8662
P 1.4339 -0.7236 -1.4890
C 0.3886 -0.9578 -3.0070
C -0.2858 -2.1215 -3.4443
C -1.2083 -2.0479 -4.4563
C -1.5535 -0.8125 -5.0274
C -0.9540 0.3427 -4.5925
C 0.0234 0.2805 -3.5823
C 2.8915 -0.0015 -2.2695
C 3.6217 -0.7889 -3.1581
C 4.7321 -0.2598 -3.7968
C 5.0916 1.0639 -3.5810
C 4.3464 1.8590 -2.7214
C 3.2550 1.3221 -2.0577
C 1.8008 -1.5785 1.5284
P 2.2775 0.0350 0.8498
C 1.4699 1.3754 1.7598
C 1.0037 2.4946 1.0784
C 0.4660 3.5652 1.7778
C 0.3730 3.5100 3.1618
C 0.8263 2.3896 3.8454
C 1.3831 1.3288 3.1475
C 4.0335 0.2848 1.2319
C 4.8454 -0.7184 1.7588
C 6.1873 -0.4723 2.0129
C 6.7304 0.7744 1.7452
C 5.9258 1.7836 1.2333
C 4.5868 1.5413 0.9794
H 3.3428 -2.5948 0.3838
H 2.0143 -3.6245 0.8588
H 0.5715 -2.7855 -0.8367
H 2.1324 -3.0025 -1.6355
H -0.0601 -3.0793 -2.9961
H -1.6806 -2.9523 -4.8164
H -2.2859 -0.7774 -5.8232
H -1.1983 1.2955 -5.0431
H 0.6110 1.1686 -3.3689
H 3.3271 -1.8130 -3.3569
H 5.3111 -0.8773 -4.4700
H 5.9537 1.4769 -4.0873
H 4.6214 2.8930 -2.5612
H 2.6843 1.9371 -1.3716
H 2.2271 -1.7670 2.5143
H 0.7115 -1.5660 1.6162
H 1.0508 2.5327 -0.0042
H 0.1331 4.4463 1.2429
H -0.0323 4.3502 3.7114
H 0.7663 2.3493 4.9250
H 1.7544 0.4683 3.6908
H 4.4445 -1.6929 1.9991
H 6.8056 -1.2567 2.4283
H 7.7764 0.9642 1.9450
H 6.3413 2.7634 1.0392
H 3.9655 2.3446 0.6008
N -2.7681 0.4495 -1.2559
C -3.2809 0.2249 0.1189
C -4.4646 1.1162 0.4934
C -4.2416 2.6331 0.4893
C -3.2080 3.1468 1.4931
N -3.4363 2.6690 2.8506
C -4.1840 3.2393 3.7698
N -4.2890 2.6669 4.9753
N -4.8320 4.3874 3.5440
C -2.1410 0.2216 1.1510
O -2.4422 0.2505 2.3472
O -0.9394 0.1504 0.7275
H -2.9311 1.4075 -1.5508
H -3.2639 -0.1496 -1.9091
H -3.6375 -0.8079 0.1469
H -4.8066 0.7990 1.4794
H -5.2822 0.8947 -0.1963
H -5.2087 3.1034 0.6873
H -3.9474 2.9934 -0.5017
H -3.1623 4.2375 1.4856
H -2.2038 2.8111 1.2294
H -3.0820 1.7120 2.9949
H -3.7915 1.8154 5.1738
H -4.9542 2.9923 5.6540
H -4.8193 4.8202 2.6387
H -5.2924 4.8787 4.2898
C -3.4936 -6.7126 -1.6481
N -3.2323 -5.2840 -1.6108
C -2.5256 -4.6583 -0.6677
N -1.9602 -5.4198 0.2855
S -2.3219 -2.9772 -0.6744
H -4.0805 -6.9345 -2.5340
H -4.0636 -7.0376 -0.7750
H -2.5636 -7.2804 -1.7093
H -3.6610 -4.6840 -2.2936
H -2.1788 -6.3965 0.3887
H -1.5405 -4.9433 1.0637

=====

No. 2
This record from the Open Molecules 2025 dataset describes a structure of composition C35H46N6O3P2Pt. The level of theory is ωB97M-V with the def2-TZVPD basis set.

Computed properties:
Kohn-Sham gap (alpha / beta)   7.60 / 5.25 eV
Largest force on an atom   4.2 eV/A
ΔE to the lowest compared entry with this formula, charge and spin   106.8 kcal per mole
2S+1   3
Molecular weight   855.82 g/mol
Calculated total energy   -73940.8552 eV

CARTESIAN COORDINATES (ANGSTROEM)
Pt -0.2338 0.2979 -3.1627
C 0.6560 -2.7016 0.7336
C 0.4708 -2.9061 -0.5814
C -0.6510 -3.6654 -1.1705
C -1.9515 -3.0195 -1.6802
C -2.6935 -1.9465 -0.9733
C -2.4910 -1.6420 0.3172
C -1.9534 -2.5064 1.3742
C -0.4093 -2.3512 1.7254
C -1.5187 1.1459 -1.9291
H 1.6535 -2.5986 1.1462
H 1.0362 -2.3569 -1.3293
H -0.9135 -4.3850 -0.3999
H -0.1878 -4.1723 -2.0567
H -1.7960 -2.8021 -2.7527
H -2.7558 -3.7661 -1.6274
H -3.1452 -1.2020 -1.6281
H -2.7779 -0.6664 0.6644
H -2.1597 -3.5640 1.2202
H -2.4897 -2.2284 2.3007
H -0.3477 -1.2999 2.0622
H -0.3027 -2.9907 2.6172
H -1.3510 0.8898 -0.8793
H -2.5758 1.1665 -2.2046
H -1.1046 2.1435 -2.1808
P -4.4845 -2.9843 -3.7361
P -1.3097 -5.4407 -3.5890
N -6.0332 -3.2540 -2.7836
N -5.3779 -2.9343 -5.2895
N -1.8660 -6.7972 -2.6340
N -0.6331 -6.6130 -4.8638
C -4.2248 -4.7997 -3.7729
C -2.9195 -5.2506 -4.4336
C -6.6519 -2.2461 -2.0297
C -7.9242 -2.6721 -1.6324
C -8.1191 -3.9857 -2.1663
C -6.9378 -4.3066 -2.8361
C -5.2742 -1.8530 -6.1684
C -6.0221 -2.1213 -7.3172
C -6.6596 -3.3935 -7.1190
C -6.2189 -3.8748 -5.8926
C -1.7339 -6.9435 -1.2460
C -2.6154 -7.9312 -0.8327
C -3.2201 -8.4828 -1.9996
C -2.8167 -7.7216 -3.0727
C -0.5509 -7.9897 -5.0781
C 0.1145 -8.2333 -6.2868
C 0.3787 -6.9527 -6.8796
C -0.1715 -6.0016 -6.0322
H -4.9386 -5.2310 -4.4760
H -4.4682 -5.3008 -2.8273
H -3.1886 -6.2219 -4.8831
H -2.6383 -4.5958 -5.2659
H -6.1259 -1.3263 -1.8389
H -8.6303 -2.1029 -1.0288
H -8.9950 -4.6223 -2.1083
H -6.6758 -5.2271 -3.3298
H -4.6741 -0.9941 -5.9029
H -6.1203 -1.4850 -8.1918
H -7.3784 -3.8880 -7.7573
H -6.4353 -4.8400 -5.4583
H -0.9581 -6.4021 -0.7112
H -2.8162 -8.2241 0.1846
H -3.8105 -9.3775 -2.0983
H -3.1277 -7.7487 -4.0983
H -0.9736 -8.7233 -4.4059
H 0.3405 -9.2002 -6.7081
H 0.8854 -6.7331 -7.8117
H -0.2658 -4.9389 -6.1421
C 4.4444 0.6890 2.4180
C 3.1506 0.2572 1.7073
C 2.4549 1.3086 0.7828
C 2.3284 2.6237 1.6528
C 1.8532 2.4865 3.1045
C 3.4571 1.5994 -0.3876
O 4.2567 2.5300 -0.3791
N 3.4280 0.6567 -1.4423
C 2.1982 0.1384 -1.9401
O 2.1383 -0.5237 -2.9844
N 1.0520 0.4036 -1.2819
C 1.0958 0.8282 0.0416
O 0.0539 0.8920 0.7016
H 4.9821 1.5053 1.9226
H 5.1402 -0.1593 2.4623
H 4.2493 0.9803 3.4561
H 3.3872 -0.6710 1.1709
H 2.4064 -0.0020 2.4632
H 3.3386 3.0686 1.7221
H 1.7258 3.4041 1.1706
H 2.7130 2.4560 3.7935
H 1.2729 3.3731 3.4033
H 1.2286 1.5988 3.2707
H 4.1584 0.7964 -2.1472

=====

No. 3
This record from the Open Molecules 2025 dataset describes a structure of composition C35H46NiSb2Si. The level of theory is ωB97M-V with the def2-TZVPD basis set.

Computed properties:
Kohn-Sham gap (alpha / beta)   7.91 / 8.00 eV
Largest force on an atom   2.2 eV/A
ΔE to the lowest compared entry with this formula, charge and spin   0.0 kcal per mole
2S+1   3
Molecular weight   797.05 g/mol
Calculated total energy   -99033.4497 eV

CARTESIAN COORDINATES (ANGSTROEM)
Ni 0.1120 -0.0648 2.0646
C -2.4753 0.0533 -0.8042
C -1.4436 -0.7262 -1.6393
C -0.8115 -1.8497 -0.8382
Sb 0.9793 -2.7353 -1.7208
C 2.3389 -1.0747 -1.9380
C 3.3638 -1.0933 -2.8929
C 4.2948 -0.0653 -2.9075
C 4.2235 1.0059 -1.9791
C 3.1932 0.9973 -1.0401
C 2.2903 -0.0852 -0.9832
C 0.4777 -2.5899 -3.8125
C 0.4679 -1.4039 -4.5454
C 0.1579 -1.4276 -5.9217
C -0.0439 -2.6390 -6.5858
C 0.0268 -3.8356 -5.8574
C 0.2522 -3.8077 -4.4704
Sb -1.4732 1.3133 0.6869
C -3.1810 2.4797 1.0790
C -3.2185 3.8656 0.8443
C -4.4474 4.5387 1.0564
C -5.5646 3.8714 1.5259
C -5.5008 2.4914 1.7699
C -4.2904 1.8115 1.5759
C -0.6640 2.7597 -0.7678
C -1.2431 2.9382 -1.9987
C -0.6939 3.8297 -2.9500
C 0.4343 4.5901 -2.6154
C 0.9898 4.4352 -1.3446
C 0.4572 3.5018 -0.4504
H -3.1277 -0.6500 -0.2826
H -3.1019 0.6813 -1.4472
H -0.6779 -0.0071 -2.0086
H -1.9340 -1.1250 -2.5563
H -1.5071 -2.7055 -0.7519
H -0.5339 -1.4772 0.1522
H 3.3784 -1.8643 -3.6440
H 5.0763 -0.0992 -3.6772
H 4.9495 1.8143 -2.0102
H 3.0584 1.8015 -0.3210
H 1.5469 -0.1029 -0.2006
H 0.6708 -0.4309 -4.0850
H 0.1107 -0.4550 -6.4131
H -0.3312 -2.6332 -7.6359
H -0.0790 -4.8102 -6.3380
H 0.2259 -4.7361 -3.9264
H -2.3128 4.3934 0.5605
H -4.4599 5.5867 0.8307
H -6.4953 4.4128 1.6909
H -6.3608 1.9162 2.0492
H -4.2251 0.7346 1.7679
H -2.0797 2.3128 -2.3099
H -1.2124 4.0332 -3.8606
H 0.9257 5.2917 -3.3176
H 1.8183 5.0376 -1.0096
H 0.8953 3.3860 0.5251
C 2.9191 -1.1266 2.4340
C 2.7852 0.2803 3.0403
C 4.1886 0.9986 3.0414
C 1.6751 1.1002 2.3614
H 3.4518 -1.8061 3.1264
H 3.4876 -1.0526 1.4801
H 1.9247 -1.5417 2.2583
H 2.5547 0.2211 4.1109
H 4.6613 0.8723 2.0605
H 4.8652 0.5164 3.7392
H 4.1296 2.0592 3.3439
H 1.9866 1.4605 1.3813
H 1.4794 1.9957 2.9811
C -0.3981 -4.0710 2.4685
Si -0.8288 -2.6883 3.6499
C -2.1372 -3.0714 4.8891
C 0.7301 -2.4075 4.7224
C -1.4240 -1.2006 2.5682
H -0.6522 -5.0376 2.8943
H 0.6657 -4.0135 2.2448
H -0.9678 -3.9819 1.5356
H -1.9865 -4.0217 5.4255
H -3.1254 -3.1389 4.3938
H -2.1683 -2.2623 5.6492
H 0.6577 -3.0302 5.6569
H 0.8834 -1.3771 5.0479
H 1.6273 -2.7503 4.1824
H -2.1211 -0.6373 3.2056
H -2.0898 -1.6782 1.7866